282
Properties=species:S:1:pos:R:3 method="wB97M-V/def2-TZVPD" max_force_ev_per_a=3.824 homo_lumo_gap_ev=8.364 relative_energy_kj_mol=693.4 total_energy_ha=-4994.7890
C -4.84509 -0.93108 -9.47326
C -3.45795 -1.58936 -9.72169
C -3.66384 -2.80778 -10.67680
C -2.52876 -0.49725 -10.35300
C -1.11635 -0.91033 -10.38247
C -0.60888 -1.25461 -9.01002
C -1.40860 -2.28372 -8.23997
C -1.08209 -3.71131 -8.53983
C -1.01627 -1.95418 -6.78855
N -2.87478 -1.94330 -8.35938
O -3.80674 -2.74178 -7.56931
H -5.17954 -0.40585 -10.36789
H -5.72877 -1.51200 -9.20919
H -4.65953 -0.10436 -8.78755
H -2.71915 -3.19562 -11.05791
H -4.38891 -3.49127 -10.23496
H -4.12641 -2.47072 -11.60444
H -2.76893 -0.33878 -11.40433
H -2.50869 0.51514 -9.94957
H -0.94050 -1.74541 -11.06057
H -0.45408 -0.08269 -10.63645
H -0.63642 -0.34366 -8.41209
H 0.35939 -1.73598 -9.14728
H 0.00212 -3.79787 -8.61130
H -1.49585 -4.14483 -9.45030
H -1.18676 -4.34041 -7.65588
H -1.25343 -2.78448 -6.12339
H -1.55967 -1.07756 -6.43593
H 0.05600 -1.76816 -6.72738
H -4.19153 -2.15088 -6.91787
C 4.20314 -1.11796 4.32699
C 4.40964 -0.14175 5.48052
C 5.50643 -0.54494 6.41441
C 4.78811 1.15857 4.72662
C 4.75107 2.30593 5.63699
C 3.38256 2.51303 6.22948
C 2.92348 1.28248 7.04685
C 3.70206 1.06681 8.39237
C 1.44285 1.50165 7.49251
N 3.06408 0.08783 6.19720
O 2.69468 -1.13452 6.80636
H 3.62994 -1.98833 4.64638
H 3.61885 -0.72589 3.49453
H 5.15285 -1.40638 3.87649
H 5.95338 -1.48074 6.07885
H 6.32945 0.16602 6.34179
H 5.17168 -0.81296 7.41651
H 5.73373 0.88297 4.25978
H 4.06104 1.24279 3.91892
H 5.56260 2.19213 6.35572
H 5.04677 3.26660 5.21537
H 2.71885 2.63372 5.37330
H 3.47156 3.34300 6.93042
H 3.47165 1.72578 9.22948
H 4.77549 1.24526 8.32910
H 3.53877 0.14823 8.95598
H 1.36030 2.43781 8.04469
H 0.98404 0.75811 8.14423
H 0.86359 1.39910 6.57488
H 2.25197 -1.65549 6.13242
C 6.15740 6.79782 -0.78329
C 5.10657 5.90767 -1.46213
C 4.62967 6.83687 -2.58015
C 5.82835 4.75877 -2.27129
C 6.15701 3.48517 -1.48512
C 4.92168 3.06468 -0.69119
C 4.20404 4.20270 0.05478
C 2.92544 3.52594 0.52046
C 5.12189 4.42425 1.24699
N 4.00555 5.38033 -0.74010
O 3.17441 6.31027 -0.14573
H 5.66522 7.37799 -0.00273
H 6.78382 6.22406 -0.10029
H 6.75030 7.42625 -1.44785
H 5.16404 6.77178 -3.52795
H 3.60263 6.62850 -2.87994
H 4.61431 7.78936 -2.05041
H 5.16766 4.40093 -3.06093
H 6.79563 5.03435 -2.69143
H 6.43482 2.69227 -2.17954
H 6.93118 3.69335 -0.74659
H 4.96208 2.09510 -0.19481
H 4.26516 2.81998 -1.52618
H 2.28891 4.11042 1.18477
H 3.23400 2.63921 1.07417
H 2.25694 3.37799 -0.32768
H 4.77700 5.25258 1.86588
H 6.17768 4.60425 1.04450
H 5.03560 3.56930 1.91759
H 2.34651 6.13573 -0.59930
C -0.58850 1.77367 0.70251
O -0.83221 1.14839 -0.54033
C 0.34430 0.78974 -1.30155
C 0.77865 -0.56644 -0.77792
N -0.28841 -1.48015 -0.83644
C -0.24243 -2.67488 -0.01334
C 0.91995 -3.56019 -0.21683
O 1.22444 -4.19508 -1.41543
C 1.31669 -3.46207 -2.64319
H 0.09990 1.14456 1.26680
H -1.48123 1.85078 1.32314
H -0.16019 2.75789 0.51285
H 1.11355 1.56103 -1.33982
H 0.00544 0.59639 -2.31934
H 1.16200 -0.56227 0.24244
H 1.51815 -0.91338 -1.49963
H -1.10706 -0.92723 -0.62622
H -1.08764 -3.32044 -0.25199
H -0.13946 -2.48920 1.05579
H 0.90571 -4.32766 0.55705
H 1.88081 -3.12525 0.05826
H 0.55059 -2.73747 -2.91913
H 1.02246 -4.30050 -3.27450
H 2.22321 -3.14353 -3.15783
C 4.60764 -12.41390 5.44239
O 3.62724 -11.78771 4.61520
C 3.32872 -10.43905 5.05099
C 2.26928 -10.06779 4.02430
N 0.94992 -10.46893 4.39229
C -0.08382 -9.98219 3.46361
C -0.10090 -8.39764 3.20378
O 0.48383 -8.15729 1.91295
C 0.43075 -6.81906 1.51520
H 5.63801 -12.16550 5.18796
H 4.42417 -13.46181 5.20505
H 4.50751 -12.17611 6.50141
H 4.20323 -9.78992 5.09530
H 2.91914 -10.38356 6.05959
H 2.57081 -10.64933 3.15310
H 2.38842 -9.00257 3.82629
H 0.97447 -11.47782 4.35171
H -1.04894 -10.19503 3.92335
H 0.13746 -10.47075 2.51470
H 0.56273 -7.93389 3.93360
H -1.00144 -7.81164 3.38751
H 1.44333 -6.51014 1.77472
H -0.35061 -6.17920 1.92527
H 0.26862 -6.66074 0.44902
C 0.12311 7.37344 -1.67363
O 0.79087 6.17691 -2.02190
C 0.22905 5.40216 -3.10580
C 1.14973 4.25872 -3.42711
N 1.05143 3.80259 -4.86232
C -0.11004 2.93554 -5.03059
C -0.28323 2.62659 -6.53446
O -0.71354 3.83609 -7.22413
C -2.07992 4.07015 -6.99084
H -0.93704 7.24640 -1.45440
H 0.26031 8.17402 -2.40049
H 0.51193 7.91704 -0.81257
H 0.10329 6.13412 -3.90363
H -0.79024 5.06043 -2.92586
H 0.92428 3.47539 -2.70346
H 2.14665 4.61589 -3.16890
H 0.89132 4.64972 -5.38848
H -1.01665 3.36440 -4.60370
H 0.07861 1.99261 -4.51737
H -0.98195 1.82596 -6.77712
H 0.56900 2.15486 -7.02361
H -2.64991 3.32565 -7.54666
H -2.41076 5.06220 -7.29821
H -2.43967 3.95513 -5.96837
C 4.65265 -0.43925 -2.47500
O 4.96298 -0.75041 -1.10145
C 4.66180 -2.11933 -0.72949
C 4.75382 -2.10847 0.81634
N 4.25190 -3.43792 1.27531
C 5.21111 -4.59593 0.94527
C 5.30243 -5.58917 2.07823
O 4.15455 -6.13836 2.56436
C 3.96385 -7.46889 2.16084
H 5.57778 -0.54872 -3.04091
H 4.29923 0.58092 -2.62488
H 4.04090 -1.22690 -2.91484
H 5.32486 -2.86546 -1.16739
H 3.67072 -2.44939 -1.04082
H 4.10953 -1.32156 1.20846
H 5.76112 -1.83541 1.13080
H 3.79465 -3.50035 2.17371
H 6.24674 -4.31379 0.75562
H 4.90147 -5.15683 0.06345
H 5.62934 -5.08363 2.98689
H 6.00512 -6.40419 1.90482
H 2.98033 -7.87326 2.40017
H 4.66781 -8.13621 2.65807
H 4.11385 -7.78049 1.12715
C -4.48683 4.70914 5.94961
O -3.61407 3.69466 5.63873
C -2.24356 3.90486 6.15068
C -1.31239 3.20838 5.19466
N -1.37438 3.84890 3.88216
C -0.74022 5.18544 3.84552
C -0.81408 5.90965 2.48628
O -2.19248 6.33322 2.19716
C -2.38804 6.60765 0.83893
H -5.46426 4.54025 5.49771
H -4.21059 5.66204 5.49819
H -4.70202 4.71898 7.01811
H -2.11979 3.45514 7.13583
H -2.08451 4.98029 6.22984
H -1.73490 2.20369 5.20809
H -0.30782 3.07043 5.59457
H -2.35517 3.95672 3.66647
H 0.28717 4.93524 4.11006
H -0.95521 5.89832 4.64156
H -0.64141 5.14277 1.73119
H -0.12076 6.73751 2.33776
H -1.55710 7.23971 0.52567
H -3.41169 6.96017 0.71259
H -2.41667 5.74486 0.17345
C -6.32464 10.20601 -1.54444
O -5.67181 8.93761 -1.50395
C -5.63848 8.36790 -2.82160
C -4.78593 7.11818 -2.86366
N -5.43320 5.97089 -3.48182
C -6.57090 5.57099 -2.66269
C -6.16251 5.02094 -1.31443
O -4.77052 4.47876 -1.33533
C -4.41423 3.55549 -0.40993
H -5.74320 10.79942 -2.25006
H -6.32300 10.60908 -0.53171
H -7.38509 10.20794 -1.79652
H -5.22286 9.09812 -3.51596
H -6.69967 8.18572 -2.99128
H -4.39368 6.98426 -1.85554
H -3.89642 7.46858 -3.38720
H -4.85915 5.14480 -3.39158
H -7.02105 4.71081 -3.15824
H -7.36402 6.30864 -2.54047
H -6.87648 4.25459 -1.01269
H -6.22285 5.74692 -0.50363
H -4.21556 3.98642 0.57136
H -3.58420 2.90045 -0.67466
H -5.24865 2.90124 -0.15731
C -0.93666 -7.05316 6.92193
O -0.04862 -5.99502 7.18550
C -0.25997 -5.01303 6.16900
C 0.89690 -3.97305 6.30203
N 0.65377 -2.89616 5.37272
C -0.17615 -1.94002 6.05055
C -0.27992 -0.80049 5.09859
O -0.85130 -1.39556 3.88450
C -1.48853 -0.52164 3.00957
H -0.77179 -7.86145 7.63437
H -0.85771 -7.39464 5.88981
H -1.92066 -6.70642 7.23755
H -1.10154 -4.35343 6.38064
H -0.22754 -5.44012 5.16669
H 1.87096 -4.44450 6.17148
H 1.01165 -3.61995 7.32685
H 0.37831 -3.19598 4.44842
H 0.19686 -1.69736 7.04558
H -1.09671 -2.39449 6.41678
H 0.61619 -0.22156 4.87514
H -1.03965 -0.15449 5.53858
H -1.36807 -0.85258 1.97803
H -1.06751 0.48048 3.09081
H -2.57697 -0.51791 3.06765
C -4.25040 -3.75394 1.13153
O -5.13553 -3.90155 -0.02266
C -5.26311 -2.79703 -0.87752
C -6.72907 -2.24358 -0.79014
N -7.06148 -1.19333 -1.72708
C -6.85064 -1.46825 -3.17872
C -7.47450 -2.73812 -3.87239
O -7.31107 -2.62730 -5.27498
C -8.09223 -3.66526 -5.94652
H -4.72390 -4.38836 1.88080
H -4.16591 -2.75717 1.56444
H -3.19818 -4.00623 1.00000
H -5.19597 -3.11050 -1.91931
H -4.61738 -1.97299 -0.57403
H -6.92568 -2.09296 0.27134
H -7.37265 -3.11882 -0.87883
H -6.33812 -0.53581 -1.47305
H -5.78702 -1.49510 -3.41556
H -7.12721 -0.61279 -3.79498
H -8.46098 -2.91817 -3.44514
H -6.83181 -3.51125 -3.45129
H -7.39981 -4.33788 -6.45272
H -8.67871 -3.16661 -6.71820
H -8.77759 -4.20215 -5.29068